Version i
# H11O6

A cluster of 6 separate species, H11O6 in total (ωB97M-V with the def2-TZVPD basis set, OMol25).

Last column: Löwdin charge in e.
Element x y z (Å)
O (0.90, -0.51, 0.03)  -0.556
H (1.33, -0.93, 0.90)  -0.053
O (2.01, 1.75, 0.16)  -0.267
H (2.97, 1.62, 0.33)  0.004
H (1.33, 0.97, -0.19)  0.005
O (0.09, -1.79, -3.22)  -0.082
H (0.43, -1.04, -2.70)  0.031
H (-0.67, -2.16, -2.79)  0.006
O (-1.75, -2.24, 2.47)  -0.145
H (-1.59, -3.17, 2.12)  0.048
H (-1.36, -1.73, 1.68)  0.057
O (-3.62, 1.38, -3.02)  -0.092
H (-2.63, 1.48, -3.28)  0.086
H (-3.47, 0.82, -2.27)  0.006
O (1.84, 2.05, 3.56)  -0.055
H (1.60, 2.08, 2.68)  -0.048
H (2.59, 1.41, 3.53)  0.055

Calculated values
* total charge: -1
* HOMO-LUMO gap: 0.269 Eh
* HOMO level: -4.04 eV
* E_LUMO: 3.27 eV

Version ii
# H11O6

A cluster of 6 separate species, H11O6 in total (ωB97M-V with the def2-TZVPD basis set, OMol25).

Last column: Löwdin charge in e.
Element x y z (Å)
O (0.30, -0.80, -2.07)  -0.414
H (-0.11, -0.74, -2.93)  -0.077
O (-0.05, -2.35, 0.18)  -0.107
H (0.20, -2.02, -0.72)  0.001
H (-0.31, -3.23, -0.09)  0.026
O (-1.84, -0.11, -0.15)  -0.097
H (-1.15, -0.74, 0.11)  0.002
H (-1.41, 0.06, -1.01)  0.024
O (1.27, 1.18, -0.76)  -0.153
H (0.72, 1.93, -1.01)  0.031
H (0.81, 0.45, -1.33)  -0.023
O (-1.28, 1.78, 1.82)  -0.109
H (-1.60, 1.23, 1.08)  -0.022
H (-0.32, 1.76, 1.83)  -0.018
O (1.58, 0.80, 1.91)  -0.089
H (1.43, -0.10, 2.18)  0.026
H (1.76, 0.90, 0.96)  -0.003

Calculated values
* total charge: -1
* HOMO-LUMO gap: 0.334 Eh
* HOMO level: -5.20 eV
* E_LUMO: 3.87 eV

Result of the stability comparison: version i is the least stable of them.

Version i
# C2H2NO2

A structure of composition C2H2NO2 (ωB97M-V with the def2-TZVPD basis set, OMol25).

Last column: Löwdin charge in e.
Element x y z (Å)
C (-2.08, -0.86, -0.23)  -0.157
C (1.38, -0.17, -0.05)  -0.699
N (-1.55, 0.16, -0.43)  -0.010
O (1.00, 0.80, -0.75)  -0.160
O (2.48, -0.70, 0.08)  -0.107
H (0.50, -0.42, 0.93)  0.118
H (-0.74, 0.80, -0.45)  0.014

Calculated values
* total charge: -1
* HOMO-LUMO gap: 0.334 Eh
* HOMO level: -4.38 eV
* E_LUMO: 4.72 eV

Version ii
# C2H2NO2

The ion C2H2NO2 with charge -1 (ωB97M-V with the def2-TZVPD basis set, OMol25).

Last column: Löwdin charge in e.
Element x y z (Å)
C (-0.21, 0.14, -0.10)  -0.081
C (-2.59, -0.47, -0.67)  -0.258
N (-1.46, 0.50, -0.06)  -0.402
O (-3.26, -0.97, 0.23)  -0.148
O (-1.81, 1.73, 0.08)  -0.187
H (0.04, -0.83, 0.29)  0.038
H (0.58, 0.85, -0.33)  0.039

Calculated values
* total charge: -1
* HOMO-LUMO gap: 0.270 Eh
* HOMO level: -2.73 eV
* E_LUMO: 4.63 eV

Result of the stability comparison: version ii is the least stable of them.

Version i
# C18H16BrN2O8P2Pd

A structure of composition C18H16BrN2O8P2Pd (ωB97M-V with the def2-TZVPD basis set, OMol25).

Last column: Löwdin charge in e.
Element x y z (Å)
Pd (-0.09, 0.63, -1.01)  0.927
O (-5.90, 2.09, -1.96)  0.076
C (-4.66, 1.62, -1.66)  -0.306
C (-3.96, 2.00, -0.53)  0.011
C (-2.71, 1.48, -0.32)  -0.110
N (-2.13, 0.61, -1.17)  -0.100
C (-2.83, 0.24, -2.24)  -0.717
Br (-2.02, -1.01, -3.38)  0.795
C (-4.09, 0.70, -2.54)  -0.040
H (-6.14, 2.75, -1.31)  0.110
H (-4.37, 2.71, 0.18)  0.119
H (-2.10, 1.74, 0.54)  0.101
H (-4.61, 0.38, -3.42)  0.113
O (2.75, 1.09, -3.21)  -0.148
P (2.68, 1.87, -1.80)  0.206
O (4.01, 2.36, -1.40)  -0.288
O (1.90, 1.01, -0.81)  -0.385
O (1.71, 3.14, -2.18)  -0.278
P (0.16, 2.97, -2.63)  0.176
O (0.19, 3.68, -4.08)  -0.130
O (-0.77, 3.61, -1.68)  -0.308
O (-0.03, 1.48, -2.95)  -0.460
H (1.83, 0.88, -3.47)  0.039
H (0.62, 4.54, -4.02)  0.070
N (-0.25, 0.13, 0.88)  0.010
C (0.48, -0.79, 1.37)  -0.347
C (0.43, -1.04, 2.84)  -0.171
C (0.09, 0.00, 3.71)  -0.036
C (0.02, -0.23, 5.08)  -0.095
C (0.28, -1.49, 5.60)  -0.112
C (0.62, -2.53, 4.74)  -0.097
C (0.71, -2.30, 3.37)  -0.038
C (1.40, -1.65, 0.56)  -0.226
C (0.92, -2.37, -0.52)  -0.062
C (1.78, -3.12, -1.32)  -0.087
C (3.14, -3.14, -1.04)  -0.098
C (3.63, -2.42, 0.04)  -0.079
C (2.76, -1.69, 0.84)  -0.039
H (-0.11, 0.97, 3.29)  0.105
H (-0.24, 0.59, 5.74)  0.095
H (0.22, -1.67, 6.66)  0.091
H (0.83, -3.51, 5.13)  0.094
H (0.98, -3.10, 2.70)  0.112
H (-0.14, -2.34, -0.75)  0.091
H (1.39, -3.67, -2.16)  0.096
H (3.81, -3.70, -1.67)  0.094
H (4.69, -2.41, 0.25)  0.099
H (3.15, -1.11, 1.68)  0.124

Calculated values
* total charge: -1
* HOMO-LUMO gap: 0.276 Eh
* HOMO level: -5.37 eV
* E_LUMO: 2.15 eV

Version ii
# C18H16BrN2O8P2Pd

A structure of composition C18H16BrN2O8P2Pd (ωB97M-V with the def2-TZVPD basis set, OMol25).

Last column: Löwdin charge in e.
Element x y z (Å)
Pd (-1.82, 0.13, -0.28)  0.859
O (-3.56, -2.51, 4.85)  0.074
C (-3.22, -1.74, 3.79)  -0.310
C (-2.57, -0.53, 3.91)  0.007
C (-2.20, 0.15, 2.77)  -0.083
N (-2.43, -0.34, 1.56)  -0.096
C (-3.12, -1.48, 1.43)  -0.677
Br (-3.79, -2.02, -0.27)  0.812
C (-3.57, -2.20, 2.52)  -0.043
H (-3.24, -2.09, 5.66)  0.109
H (-2.33, -0.12, 4.89)  0.117
H (-1.73, 1.12, 2.80)  0.116
H (-4.16, -3.10, 2.40)  0.111
O (-1.79, 1.95, -4.00)  -0.132
P (-0.84, 1.47, -2.78)  0.194
O (0.58, 1.55, -3.15)  -0.284
O (-1.44, 0.16, -2.30)  -0.393
O (-1.17, 2.59, -1.64)  -0.300
P (-2.52, 2.82, -0.75)  0.188
O (-1.80, 2.95, 0.72)  -0.188
O (-3.17, 4.09, -1.11)  -0.299
O (-3.32, 1.53, -0.67)  -0.403
H (-1.26, 2.51, -4.58)  0.065
H (-1.29, 3.77, 0.74)  0.063
N (-0.21, -0.95, -0.08)  -0.011
C (0.97, -0.65, -0.39)  -0.358
C (1.63, 0.67, -0.11)  -0.176
C (1.16, 1.45, 0.95)  -0.052
C (1.77, 2.65, 1.27)  -0.098
C (2.84, 3.11, 0.52)  -0.105
C (3.30, 2.36, -0.56)  -0.083
C (2.70, 1.15, -0.87)  -0.045
C (1.83, -1.72, -1.03)  -0.182
C (3.09, -2.04, -0.55)  -0.048
C (3.81, -3.08, -1.13)  -0.103
C (3.28, -3.79, -2.19)  -0.115
C (2.02, -3.46, -2.68)  -0.089
C (1.29, -2.43, -2.09)  -0.020
H (0.33, 1.07, 1.53)  0.080
H (1.40, 3.24, 2.10)  0.094
H (3.33, 4.05, 0.77)  0.091
H (4.13, 2.72, -1.15)  0.097
H (3.03, 0.58, -1.73)  0.117
H (3.51, -1.49, 0.28)  0.113
H (4.79, -3.34, -0.74)  0.091
H (3.84, -4.60, -2.64)  0.089
H (1.60, -4.01, -3.51)  0.095
H (0.31, -2.15, -2.45)  0.110

Calculated values
* total charge: -1
* HOMO-LUMO gap: 0.233 Eh
* HOMO level: -4.42 eV
* E_LUMO: 1.91 eV

Result of the stability comparison: version ii is the least stable of them.

Version i
# C3H14N2O2

A cluster of 3 separate species, C3H14N2O2 in total (ωB97M-V with the def2-TZVPD basis set, OMol25).

Last column: Löwdin charge in e.
Element x y z (Å)
C (2.10, -0.60, -1.21)  -0.116
C (0.98, -0.64, -0.22)  -0.274
N (0.10, 0.62, -0.13)  -0.113
C (-0.86, 0.48, 0.97)  -0.398
N (-1.51, 1.60, 1.57)  0.050
H (2.46, 0.36, -1.57)  0.072
H (2.87, -1.30, -0.91)  0.077
H (1.68, -0.95, -2.16)  0.072
H (1.40, -0.69, 0.83)  0.108
H (0.29, -1.55, -0.33)  0.130
H (0.59, 1.53, 0.15)  0.136
H (-1.53, -0.21, 0.49)  0.094
H (-0.37, -0.12, 1.82)  0.110
H (-1.61, 2.17, 0.76)  0.058
H (-0.79, 2.06, 2.05)  0.046
O (-1.22, -2.16, 1.76)  -0.063
H (-1.80, -2.88, 1.54)  0.044
H (-0.46, -2.69, 2.05)  0.059
O (-1.08, 1.53, -2.81)  -0.214
H (-0.68, 2.47, -2.62)  0.056
H (-0.57, 0.97, -2.01)  0.068

Calculated values
* HOMO-LUMO gap: 0.355 Eh
* HOMO level: -9.14 eV
* E_LUMO: 0.52 eV

Version ii
# C3H14N2O2

A cluster of 3 separate species, C3H14N2O2 in total (ωB97M-V with the def2-TZVPD basis set, OMol25).

Last column: Löwdin charge in e.
Element x y z (Å)
C (1.41, 1.28, -1.74)  -0.128
N (0.72, 0.83, -0.56)  -0.164
C (-0.62, 0.25, -0.46)  -0.248
C (-0.73, -0.49, 0.83)  -0.272
N (-2.02, -1.27, 0.90)  0.018
H (0.98, 0.86, -2.66)  0.078
H (1.37, 2.37, -1.90)  0.068
H (2.48, 1.08, -1.70)  0.080
H (1.35, 0.38, 0.07)  0.093
H (-0.81, -0.38, -1.34)  0.111
H (-1.34, 1.06, -0.65)  0.121
H (-0.70, 0.24, 1.64)  0.117
H (0.20, -1.06, 0.93)  0.100
H (-1.79, -2.22, 1.20)  0.046
H (-2.13, -1.42, -0.10)  0.051
O (-0.10, 3.39, 0.57)  -0.076
H (-0.14, 4.12, -0.08)  0.045
H (0.48, 2.77, 0.12)  -0.024
O (0.27, -4.11, 1.87)  -0.029
H (1.18, -4.28, 1.74)  0.022
H (-0.07, -3.41, 1.32)  -0.009

Calculated values
* HOMO-LUMO gap: 0.350 Eh
* HOMO level: -8.93 eV
* E_LUMO: 0.58 eV

Result of the stability comparison: version i is the least stable of them.

Version i
# C3H14N2O2

A cluster of 3 separate species, C3H14N2O2 in total (ωB97M-V with the def2-TZVPD basis set, OMol25).

Last column: Löwdin charge in e.
Element x y z (Å)
C (0.98, 0.05, 2.59)  -0.099
C (-0.03, -0.93, 2.01)  -0.315
N (-0.59, -0.44, 0.75)  -0.086
C (-1.12, -1.42, -0.17)  -0.325
N (-0.76, -1.19, -1.57)  0.013
H (1.58, -0.39, 3.38)  0.070
H (0.47, 0.91, 3.03)  0.072
H (1.61, 0.39, 1.76)  0.071
H (0.33, -1.96, 1.85)  0.100
H (-0.74, -1.18, 2.82)  0.100
H (-0.17, 0.46, 0.64)  0.087
H (-2.20, -1.48, 0.00)  0.103
H (-0.81, -2.42, 0.16)  0.105
H (-0.64, -0.19, -1.64)  0.057
H (0.10, -1.68, -1.76)  0.050
O (3.70, -2.19, -1.82)  -0.085
H (2.95, -1.66, -2.16)  0.037
H (3.39, -3.11, -1.96)  0.044
O (-2.42, 5.57, -1.14)  -0.066
H (-2.06, 5.26, -1.98)  0.034
H (-3.36, 5.43, -1.28)  0.032

Calculated values
* HOMO-LUMO gap: 0.327 Eh
* HOMO level: -8.34 eV
* E_LUMO: 0.56 eV

Version ii
# C3H14N2O2

A cluster of 3 separate species, C3H14N2O2 in total (ωB97M-V with the def2-TZVPD basis set, OMol25).

Last column: Löwdin charge in e.
Element x y z (Å)
N (0.52, 1.45, -0.99)  -0.006
C (0.67, 0.15, -1.61)  -0.315
C (1.07, -0.93, -0.61)  -0.226
C (1.34, -2.30, -1.22)  -0.290
N (0.30, -2.83, -2.11)  -0.012
H (1.14, 2.15, -1.37)  0.075
H (-0.43, 1.83, -1.03)  0.085
H (-0.22, -0.18, -2.15)  0.099
H (1.35, 0.11, -2.48)  0.119
H (0.37, -0.90, 0.24)  0.111
H (1.98, -0.61, -0.11)  0.106
H (2.24, -2.19, -1.82)  0.108
H (1.57, -3.06, -0.48)  0.099
H (0.50, -2.64, -3.08)  0.060
H (-0.63, -2.60, -1.81)  0.062
O (0.66, 1.96, 2.07)  -0.075
H (0.69, 1.36, 1.32)  -0.020
H (0.76, 2.88, 1.81)  0.023
O (-3.90, 1.77, 3.81)  -0.064
H (-4.33, 0.90, 3.82)  0.032
H (-3.27, 1.70, 3.09)  0.030

Calculated values
* HOMO-LUMO gap: 0.357 Eh
* HOMO level: -9.12 eV
* E_LUMO: 0.60 eV

Version iii
# C3H14N2O2

A cluster of 3 separate species, C3H14N2O2 in total (ωB97M-V with the def2-TZVPD basis set, OMol25).

Last column: Löwdin charge in e.
Element x y z (Å)
C (-1.75, -2.07, -0.25)  -0.092
C (-1.05, -0.95, 0.51)  -0.271
N (-0.30, -0.11, -0.47)  -0.100
C (0.46, 0.96, 0.14)  -0.349
N (1.54, 1.41, -0.73)  0.014
H (-2.48, -1.68, -0.95)  0.072
H (-2.26, -2.72, 0.45)  0.068
H (-1.00, -2.60, -0.83)  0.065
H (-1.63, -0.31, 1.18)  0.112
H (-0.26, -1.44, 1.08)  0.112
H (-1.00, 0.32, -1.06)  0.121
H (0.78, 0.69, 1.14)  0.094
H (-0.18, 1.81, 0.34)  0.102
H (1.96, 0.56, -1.12)  0.053
H (2.28, 1.78, -0.15)  0.060
O (-0.18, 1.95, 3.17)  -0.059
H (0.61, 2.39, 3.52)  0.045
H (-0.92, 2.32, 3.66)  0.037
O (1.18, -1.20, -2.73)  -0.088
H (1.33, -2.15, -2.83)  0.025
H (0.61, -1.08, -1.95)  -0.019

Calculated values
* HOMO-LUMO gap: 0.354 Eh
* HOMO level: -9.09 eV
* E_LUMO: 0.55 eV

Version iv
# C3H14N2O2

A cluster of 3 separate species, C3H14N2O2 in total (ωB97M-V with the def2-TZVPD basis set, OMol25).

Last column: Löwdin charge in e.
Element x y z (Å)
C (0.97, -1.02, -1.54)  -0.079
C (0.09, -0.36, -0.44)  -0.426
N (-1.30, -0.67, -0.81)  0.008
C (0.24, 1.23, -0.54)  -0.263
N (-0.49, 1.89, 0.55)  -0.042
H (0.58, -2.00, -1.82)  0.071
H (1.11, -0.32, -2.34)  0.068
H (1.94, -1.27, -1.10)  0.075
H (0.38, -0.65, 0.59)  0.136
H (-1.31, -0.51, -1.84)  0.092
H (-1.43, -1.65, -0.59)  0.044
H (0.08, 1.61, -1.54)  0.100
H (1.34, 1.47, -0.35)  0.110
H (-1.27, 1.34, 0.94)  0.073
H (-0.94, 2.79, 0.17)  0.111
O (-1.87, -3.62, 1.86)  -0.053
H (-2.80, -3.37, 1.89)  0.049
H (-1.38, -2.92, 1.44)  -0.001
O (2.16, 3.06, 1.82)  -0.105
H (1.37, 2.74, 1.37)  -0.039
H (2.53, 2.24, 2.28)  0.073

Calculated values
* HOMO-LUMO gap: 0.377 Eh
* HOMO level: -9.64 eV
* E_LUMO: 0.62 eV

Result of the stability comparison: version i is the least stable of them.

Version i
# C4H7FN3

The ion C4H7FN3 with charge +1 (ωB97M-V with the def2-TZVPD basis set, OMol25).

Last column: Löwdin charge in e.
Element x y z (Å)
C (1.63, 0.80, -0.13)  -0.108
C (-0.88, -0.72, 0.42)  -0.090
C (-0.52, 0.98, -1.16)  -0.259
C (1.82, -0.64, -0.17)  -0.096
N (0.64, 1.54, -0.54)  0.051
N (-1.30, 0.05, -0.49)  0.056
N (-1.21, -1.05, 1.63)  0.225
F (2.62, -1.19, 0.65)  0.131
H (2.33, 1.33, 0.56)  0.141
H (-1.08, 2.00, -1.38)  0.186
H (-0.14, 0.53, -2.09)  0.145
H (1.43, -1.33, -0.92)  0.127
H (-2.38, 0.22, -0.48)  0.236
H (-1.01, -1.94, 2.06)  0.144
H (-1.95, -0.58, 2.04)  0.110

Calculated values
* total charge: +1
* HOMO-LUMO gap (alpha / beta): 0.256 / 0.313 Eh
* HOMO level (alpha / beta): -12.83 / -13.70 eV
* E_LUMO (alpha / beta): -5.87 / -5.18 eV

Version ii
# C4H7FN3

The ion C4H7FN3 with charge +1 (ωB97M-V with the def2-TZVPD basis set, OMol25).

Last column: Löwdin charge in e.
Element x y z (Å)
N (-2.42, -0.78, -0.66)  0.161
C (-1.22, -0.40, -0.18)  -0.300
C (-0.92, 0.55, 0.76)  0.038
N (0.44, 0.47, 0.96)  0.175
C (0.96, -0.44, 0.07)  -0.146
C (2.48, -0.64, 0.04)  -0.087
F (3.06, 0.57, -0.25)  -0.028
N (-0.04, -1.02, -0.57)  0.241
H (-3.24, -0.19, -0.32)  0.169
H (-2.55, -0.98, -1.58)  0.066
H (-1.50, 1.29, 1.26)  0.134
H (1.00, 1.07, 1.46)  0.147
H (3.04, -1.18, -0.72)  0.146
H (2.97, -0.92, 0.95)  0.129
H (0.03, -1.81, -1.09)  0.155

Calculated values
* total charge: +1
* HOMO-LUMO gap: 0.348 Eh
* HOMO level: -13.11 eV
* E_LUMO: -3.64 eV

Result of the stability comparison: version i is the least stable of them.